(1)
This record from OMol25 describes 2 unconnected molecules or ions with the total composition C2H7OS at a distorted geometry. The level of theory is ωB97M-V/def2-TZVPD.

Computed properties:
HOMO energy = -2.976 eV
Charge = -1
ΔE to the lowest compared entry with this formula, charge and spin = 0.5258 eV
M = 79.14 g/mol
Kohn-Sham gap = 7.191 eV

Each line ends with the Mulliken charge.
Element x y z (Å)
1 S 1.150 1.659 1.699  -0.8443
2 H 1.472 1.117 2.904  -0.0224
3 C 0.091 -0.840 -0.643  -0.3036
4 O 1.177 0.114 -0.875  -0.4665
5 C -1.128 -0.080 -0.315  -0.7179
6 H 0.415 -1.685 0.004  0.2081
7 H -0.009 -1.308 -1.643  0.2059
8 H 1.207 0.666 -0.081  0.2063
9 H -1.074 0.509 0.600  0.2807
10 H -2.041 -0.780 -0.454  0.2558
11 H -1.260 0.627 -1.195  0.1978

Atomic forces in eV per Å
S 0.052 0.377 0.949
H -0.063 0.078 -0.462
C 2.540 0.090 -1.527
O -0.796 -1.649 -0.685
C -2.631 -0.173 -1.851
H -0.333 0.777 0.260
H -0.240 0.048 0.378
H 0.362 0.240 0.847
H -0.162 -0.350 0.073
H 1.102 1.034 0.889
H 0.168 -0.472 1.130

(2)
This record from OMol25 describes 2 unconnected molecules or ions with the total composition C2H7OS at a distorted geometry. The level of theory is ωB97M-V/def2-TZVPD.

Computed properties:
HOMO energy (spin up / spin down) = -9.837 / -9.427 eV
ΔE to the lowest compared entry with this formula, charge and spin = 0.7278 eV
M = 79.14 g/mol
Spin multiplicity = 2
Kohn-Sham gap (spin up / spin down) = 10.705 / 7.013 eV

Each line ends with the Löwdin spin population.
Element x y z (Å)
1 C -1.398 -0.430 -1.340  0.0258
2 C -0.428 -1.034 -0.306  0.0661
3 S -0.175 -0.073 1.344  0.8880
4 H -1.978 0.425 -0.887  0.0046
5 H -2.095 -1.058 -1.919  0.0018
6 H -0.805 0.232 -2.101  0.0004
7 H 0.621 -1.092 -0.703  0.0101
8 H -0.821 -1.977 -0.070  0.0018
9 H 1.676 0.556 -1.036  -0.0001
10 H 1.582 1.362 0.207  0.0002
11 O 1.947 1.438 -0.640  0.0013

Atomic forces in eV per Å
C 0.813 3.829 -0.907
C 0.983 1.451 0.048
S -0.641 -0.809 -1.536
H 0.087 -1.168 -0.137
H 0.609 -0.175 0.685
H -0.820 -1.503 1.041
H -1.116 -0.341 0.279
H -0.044 -1.449 0.682
H 0.666 1.793 0.508
H -0.923 0.029 2.198
O 0.386 -1.657 -2.861

(3)
This record from OMol25 describes 2 unconnected molecules or ions with the total composition C2H7P at a distorted geometry. The level of theory is ωB97M-V/def2-TZVPD.

Computed properties:
HOMO energy = -9.523 eV
Structure (SMILES) = C=C.P
ΔE to the lowest compared entry with this formula, charge and spin = 1.9530 eV
M = 62.05 g/mol
Kohn-Sham gap = 10.660 eV

Each line ends with the Mulliken charge.
Element x y z (Å)
1 C 1.278 0.778 0.199  -0.4795
2 C 2.124 0.005 -0.374  -0.4913
3 H 1.186 1.833 -0.154  0.1824
4 H 0.786 0.602 1.114  0.3296
5 H 2.736 0.153 -1.226  0.2552
6 H 2.102 -1.095 -0.252  0.1896
7 P -2.235 -0.601 0.542  -0.1292
8 H -2.694 -1.810 -0.022  0.0539
9 H -3.394 0.172 0.819  0.0565
10 H -1.889 -0.037 -0.644  0.0327

Atomic forces in eV per Å
C -0.472 3.886 0.135
C 0.713 -4.085 -1.381
H 0.164 -0.773 0.392
H -0.889 -0.777 0.615
H 0.294 1.174 -0.771
H 0.214 0.584 1.004
P 0.584 -0.407 1.589
H -0.577 0.244 0.012
H -0.146 -0.475 -0.482
H 0.117 0.630 -1.113